DFT (wB97M-V/def2-TZVPD) results for a structure of composition C10H13NNiO5 at a distorted geometry.

Values from the calculation:
- multiplicity = 3
- total charge = +2
- Kohn-Sham gap (alpha / beta) (eV) = 6.23 / 3.55
- calculated total energy (eV) = -63330.65092
- HOMO energy (alpha / beta) (eV) = -15.0 / -14.9
- energy above the lowest of the compared OMol25 structures with the same formula, charge and spin (eV) = 1.3955

Each line ends with the Löwdin spin population.
Geometry (Å):
Ni -0.792 -0.243 0.143  1.43
O -0.269 -1.396 2.798  0.01
C -0.730 -0.971 1.832  0.10
C -1.206 0.389 -1.520  0.10
O -1.068 0.840 -2.572  0.01
C -1.117 1.373 0.909  0.09
O -0.980 2.424 1.363  0.01
C -1.020 -1.921 -0.552  0.09
O -0.869 -2.983 -0.977  0.01
C -5.961 -0.792 1.159  0.01
H -5.884 -1.873 1.322  0.00
H -5.893 -0.153 2.046  0.00
C -6.135 -0.279 -0.064  0.01
H -6.217 0.801 -0.226  0.00
H -6.208 -0.918 -0.950  0.00
C 4.384 0.710 -0.499  0.00
N 3.155 -0.027 -0.228  0.00
C 3.237 -1.435 0.113  0.00
C 1.944 0.518 -0.267  0.01
C 1.727 1.947 -0.617  0.00
O 1.013 -0.319 0.025  0.10
H 5.227 0.019 -0.390  0.00
H 4.507 1.557 0.200  0.00
H 4.380 1.133 -1.518  0.00
H 2.794 -1.612 1.104  0.00
H 2.661 -2.034 -0.609  0.00
H 4.298 -1.706 0.096  0.00
H 1.037 2.029 -1.458  0.00
H 1.323 2.487 0.240  0.00
H 2.663 2.434 -0.904  0.00

---

DFT (wB97M-V/def2-TZVPD) results for a cluster of 2 separate species, C10H13NO in total at a distorted geometry.

Values from the calculation:
- multiplicity = 1
- Kohn-Sham gap (eV) = 8.59
- SMILES = Cc1c[nH]c2ccccc12.CO
- calculated total energy (eV) = -14117.54061
- HOMO energy (eV) = -7.8
- energy above the lowest of the compared OMol25 structures with the same formula, charge and spin (eV) = 0.8939

Each line ends with the natural charge from an NBO analysis.
Geometry (Å):
C -1.850 -1.848 2.773  -0.64
C -1.160 -0.815 1.963  -0.07
C -1.485 0.490 1.885  -0.03
N -0.628 1.221 1.033  -0.57
C 0.343 0.311 0.607  0.21
C 1.447 0.465 -0.218  -0.27
C 2.353 -0.610 -0.344  -0.21
C 2.179 -1.769 0.384  -0.24
C 0.963 -1.961 1.075  -0.20
C 0.078 -0.949 1.232  -0.11
H -2.020 -1.408 3.758  0.22
H -1.304 -2.784 2.930  0.22
H -2.768 -2.240 2.330  0.22
H -2.232 0.993 2.483  0.20
H -1.082 1.852 0.382  0.41
H 1.727 1.364 -0.749  0.22
H 3.189 -0.473 -1.016  0.21
H 2.891 -2.527 0.688  0.22
H 0.778 -2.901 1.590  0.20
C -0.193 1.920 -3.892  -0.25
O -0.146 2.982 -2.969  -0.72
H 0.355 2.170 -4.812  0.16
H -1.188 1.703 -4.309  0.16
H 0.225 1.037 -3.426  0.19
H -0.472 3.779 -3.380  0.47

---

DFT (wB97M-V/def2-TZVPD) results for a cluster of 2 separate species, C10H13NO in total at a distorted geometry.

Values from the calculation:
- multiplicity = 1
- Kohn-Sham gap (eV) = 8.28
- SMILES = Cc1c[nH]c2ccccc12.CO
- calculated total energy (eV) = -14118.09789
- HOMO energy (eV) = -7.7
- energy above the lowest of the compared OMol25 structures with the same formula, charge and spin (eV) = 0.3366

Each line ends with the natural charge from an NBO analysis.
Geometry (Å):
C -2.101 0.401 -2.713  -0.63
C -1.374 0.319 -1.407  -0.11
C -1.889 -0.177 -0.248  -0.04
N -0.968 -0.060 0.769  -0.53
C 0.166 0.503 0.256  0.12
C 1.361 0.828 0.906  -0.24
C 2.291 1.535 0.174  -0.22
C 2.017 1.973 -1.135  -0.24
C 0.870 1.600 -1.787  -0.21
C -0.066 0.812 -1.093  -0.04
H -1.727 1.242 -3.309  0.21
H -3.164 0.548 -2.590  0.22
H -1.863 -0.429 -3.387  0.21
H -2.782 -0.793 -0.167  0.20
H -1.085 -0.600 1.619  0.43
H 1.612 0.388 1.869  0.21
H 3.205 1.904 0.613  0.21
H 2.668 2.683 -1.622  0.21
H 0.637 1.901 -2.803  0.21
C 0.740 -2.507 2.592  -0.26
O -0.441 -1.846 3.107  -0.74
H 0.633 -2.644 1.518  0.18
H 1.517 -1.747 2.648  0.19
H 0.942 -3.391 3.194  0.18
H -1.198 -2.442 2.996  0.47

---

> Which of these has the highest calculated total energy?

number 2

---

> What is the multiplicity in the first record?

3

---

> Look up the energy above the lowest of the compared OMol25 structures with the same formula, charge and spin of the third one.

0.3366 eV